Molecular formula: C5H9NO
Method: DFT, ωB97M-V/def2-TZVPD

Last column: Löwdin charge in e.
Atoms and positions in Å:
C  0.3433  1.9044  0.8548  -0.05
C  0.8969  0.8717  -0.1157  -0.30
N  1.6414  -0.2697  0.4205  0.05
C  0.4890  -0.5313  -0.4291  -0.32
C  -0.5910  -1.4643  0.0289  -0.12
C  -1.9157  -1.0986  -0.5733  -0.26
O  -2.0601  -0.1890  -1.3559  0.05
H  0.1472  1.5239  1.8615  0.07
H  1.0886  2.7049  0.9489  0.07
H  -0.5700  2.3740  0.4661  0.08
H  1.2432  1.3658  -1.0252  0.13
H  2.3466  -0.7233  -0.1346  0.09
H  0.7343  -0.7156  -1.4814  0.14
H  -0.6438  -1.5597  1.1189  0.13
H  -0.3564  -2.4833  -0.3331  0.13
H  -2.7709  -1.7409  -0.2826  0.12

## Properties
Spin multiplicity = 1
F_max = 1.64 eV/Å
Relative energy (zero: lowest compared OMol25 entry of this formula, charge and spin) = 246.5 kJ/mol
Net charge = 0

Molecular formula: C4H12NS2
Method: DFT, ωB97M-V/def2-TZVPD

Last column: Löwdin charge in e.
Atoms and positions in Å:
N  0.1345  -2.6957  0.0619  0.02
C  -0.7678  -1.9198  0.8602  -0.36
C  0.1813  -0.9914  1.5693  -0.64
S  -0.3318  0.6326  1.9513  0.85
S  0.3796  -0.3185  -1.6945  0.48
C  0.9772  2.5479  -0.5883  -0.02
C  -0.3783  2.6502  -0.8180  0.00
H  -0.9615  -0.5262  -1.8648  -0.16
H  0.4574  -2.0710  -0.6988  -0.09
H  -0.1779  -3.6281  -0.1986  0.11
H  -1.4364  -1.2573  0.2933  0.08
H  -1.3872  -2.4811  1.5618  0.14
H  0.7970  -1.4759  2.3292  0.11
H  0.9504  -0.6699  0.7819  0.09
H  1.7599  2.8196  -1.2846  0.12
H  1.2628  2.3827  0.4479  0.08
H  -0.7249  2.8921  -1.8148  0.12
H  -1.0145  2.6436  0.0575  0.08
H  0.2803  1.4662  -0.9519  -0.01

## Properties
Spin multiplicity = 1
F_max = 2.47 eV/Å
Relative energy (zero: lowest compared OMol25 entry of this formula, charge and spin) = 766.0 kJ/mol
Net charge = +1

Molecular formula: F6LiO4SSb
Method: DFT, ωB97M-V/def2-TZVPD

Last column: Mulliken spin population.
Atoms and positions in Å:
Li  0.5337  0.0001  0.2495  0.00
O  3.8515  1.0870  1.4210  0.51
S  2.8899  -0.0032  1.0887  -0.06
O  3.8212  -1.1023  1.4752  0.51
O  2.4945  -0.0335  -0.3144  0.02
O  1.6681  0.0334  1.8885  0.02
F  -0.4163  0.0417  -1.4534  0.00
Sb  -2.2493  0.0025  -0.8585  0.00
F  -2.9197  0.0753  -2.6109  0.00
F  -2.1915  -1.8774  -0.9246  0.00
F  -3.9383  -0.0399  -0.0394  0.00
F  -1.3371  -0.0658  0.8391  0.00
F  -2.2067  1.8820  -0.7609  0.00

## Properties
Spin multiplicity = 2
Total energy = -42080.7184 eV
F_max = 0.16 eV/Å
Net charge = -1

Molecular formula: C5H7NO
Method: DFT, ωB97M-V/def2-TZVPD

Last column: Löwdin charge in e.
Atoms and positions in Å:
C  0.3448  1.1301  -0.4209  -0.17
C  0.7256  -0.0838  -1.2381  -0.19
C  1.3383  -1.1384  -0.7135  0.00
O  -0.7315  -1.7740  1.4284  0.04
C  -1.0505  -0.6482  1.7256  -0.35
N  -1.6274  0.2707  0.8661  0.11
C  -1.1161  1.0023  -0.0296  -0.13
H  0.9762  1.2026  0.4727  0.12
H  0.4772  2.0509  -1.0028  0.11
H  0.3745  -0.1049  -2.2685  0.10
H  1.6516  -1.1463  0.3290  0.06
H  1.5114  -2.0441  -1.2863  0.06
H  -1.0501  -0.2979  2.7702  0.12
H  -1.8239  1.5812  -0.6324  0.11

## Properties
Spin multiplicity = 1
F_max = 0.41 eV/Å
Relative energy (zero: lowest compared OMol25 entry of this formula, charge and spin) = 169.6 kJ/mol
Net charge = 0

Molecular formula: C30H67N2O9P
Method: DFT, ωB97M-V/def2-TZVPD

Last column: Löwdin charge in e.
Atoms and positions in Å:
C  -2.5647  -4.4132  -3.8750  -0.04
C  -1.7914  -3.1532  -3.9660  -0.51
N  -0.6739  -3.1369  -4.5566  0.16
C  -2.3785  -1.9256  -3.3075  -0.24
P  -2.2415  -2.0187  -1.5069  1.15
C  -2.5475  -0.3738  -0.6234  -0.81
O  -1.9401  0.5577  -1.1051  0.01
O  -3.2762  -0.5598  0.3586  -0.04
C  -0.6602  -2.6198  -0.9793  -0.34
C  0.4746  -1.8169  -1.0630  -0.04
C  1.6672  -2.3318  -0.5717  -0.12
N  1.8050  -3.5352  -0.0082  0.09
C  0.7035  -4.2825  0.0572  -0.13
C  -0.5361  -3.8845  -0.4189  -0.07
H  -2.1414  -5.1395  -4.5509  0.09
H  -2.5317  -4.8033  -2.8601  0.07
H  -3.6037  -4.2374  -4.1257  0.07
H  -0.2560  -2.2096  -4.5157  0.05
H  -1.9210  -1.0055  -3.6475  0.10
H  -3.4446  -1.8881  -3.5127  0.08
H  -3.1867  -2.9335  -1.0468  0.06
H  0.4372  -0.8209  -1.4701  0.11
H  2.5585  -1.7271  -0.6275  0.11
H  0.7968  -5.2522  0.5201  0.11
H  -1.3808  -4.5466  -0.3322  0.10
C  3.9659  1.6223  2.3986  -0.07
C  2.8149  0.7179  1.9999  -0.49
C  1.6047  0.9115  2.9008  -0.05
O  3.2561  -0.6453  1.9996  -0.06
H  4.3065  1.3848  3.4123  0.08
H  4.8119  1.4793  1.7276  0.08
H  3.6708  2.6671  2.3616  0.07
H  2.5215  0.9402  0.9723  0.12
H  1.8458  0.6393  3.9330  0.08
H  0.7859  0.2704  2.5711  0.07
H  1.2547  1.9441  2.8868  0.09
H  3.5517  -0.8552  2.8921  0.07
C  5.3435  2.9815  -1.7229  -0.05
C  3.8632  2.8772  -1.3924  -0.49
C  3.0054  3.5714  -2.4396  -0.06
O  3.6054  3.4226  -0.0990  -0.06
H  5.6540  4.0298  -1.7482  0.06
H  5.9422  2.4754  -0.9642  0.08
H  5.5661  2.5378  -2.6945  0.08
H  3.5763  1.8258  -1.3269  0.13
H  3.2522  4.6354  -2.4838  0.08
H  1.9483  3.4856  -2.1861  0.08
H  3.1635  3.1416  -3.4300  0.08
H  3.8464  4.3549  -0.1222  0.09
C  -2.3871  0.1424  3.7080  -0.05
C  -3.1089  1.4726  3.5188  -0.49
C  -4.5800  1.2699  3.1936  -0.06
O  -2.4907  2.2454  2.4949  -0.06
H  -2.4345  -0.4583  2.7967  0.06
H  -1.3344  0.3182  3.9344  0.06
H  -2.8294  -0.4314  4.5248  0.08
H  -3.0081  2.0598  4.4336  0.13
H  -4.6794  0.7300  2.2518  0.06
H  -5.0899  2.2275  3.0785  0.08
H  -5.0827  0.6958  3.9755  0.08
H  -2.5770  1.7582  1.6637  0.07
C  7.6292  8.0837  -0.8011  -0.06
C  7.6185  6.6296  -1.2471  -0.50
C  9.0027  6.1617  -1.6693  -0.06
O  6.6838  6.4407  -2.3104  -0.06
H  7.9459  8.7302  -1.6241  0.08
H  6.6303  8.3990  -0.4995  0.08
H  8.3105  8.2367  0.0366  0.08
H  7.2579  6.0023  -0.4307  0.13
H  9.3595  6.7518  -2.5179  0.08
H  8.9744  5.1177  -1.9813  0.08
H  9.7212  6.2627  -0.8551  0.08
H  6.9690  6.9807  -3.0545  0.09
C  -7.7176  -2.7806  0.2432  -0.07
C  -7.3289  -2.1130  1.5547  -0.50
C  -7.7750  -0.6608  1.5931  -0.06
O  -5.9191  -2.1975  1.7616  -0.06
H  -7.2370  -2.2697  -0.5964  0.08
H  -7.3891  -3.8203  0.2310  0.08
H  -8.7970  -2.7545  0.0876  0.08
H  -7.7772  -2.6599  2.3848  0.14
H  -7.2878  -0.1009  0.7901  0.08
H  -7.4824  -0.1989  2.5358  0.07
H  -8.8554  -0.5631  1.4755  0.08
H  -5.4834  -1.7006  1.0599  0.06
C  -6.3730  -2.9384  -6.8913  -0.06
C  -5.6808  -2.3162  -5.6898  -0.49
C  -6.0565  -0.8523  -5.5178  -0.06
O  -4.2600  -2.4562  -5.8076  -0.07
H  -6.0748  -2.4237  -7.8082  0.08
H  -6.0931  -3.9867  -6.9953  0.08
H  -7.4574  -2.8748  -6.7994  0.08
H  -5.9526  -2.8694  -4.7885  0.14
H  -5.7493  -0.2770  -6.3948  0.08
H  -5.5548  -0.4218  -4.6501  0.07
H  -7.1322  -0.7325  -5.3888  0.08
H  -3.9821  -1.9802  -6.5976  0.10
C  2.7929  -2.7691  5.8940  -0.06
C  4.3139  -2.7628  5.8527  -0.50
C  4.9122  -3.0940  7.2113  -0.06
O  4.7933  -1.4978  5.3938  -0.06
H  2.4292  -2.0137  6.5961  0.08
H  2.3809  -2.5328  4.9122  0.07
H  2.4086  -3.7407  6.2066  0.08
H  4.6603  -3.4875  5.1156  0.14
H  4.6092  -2.3481  7.9511  0.08
H  6.0010  -3.0868  7.1618  0.08
H  4.5855  -4.0745  7.5596  0.08
H  4.5050  -0.8277  6.0225  0.09

## Properties
Spin multiplicity = 1
F_max = 1.32 eV/Å
Relative energy (zero: lowest compared OMol25 entry of this formula, charge and spin) = 0.0 kJ/mol
Net charge = 0